1.
{
  "formula": "C26H26N4O3S",
  "method": "ωB97M-V with the def2-TZVPD basis set",
  "symbols": ["C", "C", "N", "C", "C", "S", "O", "O", "C", "C", "C", "N", "C", "O", "C", "C", "C", "C", "C", "C", "C", "C", "N", "N", "C", "C", "C", "C", "C", "C", "C", "C", "C", "C", "H", "H", "H", "H", "H", "H", "H", "H", "H", "H", "H", "H", "H", "H", "H", "H", "H", "H", "H", "H", "H", "H", "H", "H", "H", "H"],
  "coordinates": [[2.621968, 1.558198, 1.076417], [2.326063, 2.522729, 2.220484], [1.030889, 3.162377, 2.076425], [0.972816, 4.607121, 2.040542], [1.327971, 5.168449, 0.666409], [-0.266646, 2.335100, 2.718114], [0.219787, 1.334475, 3.628656], [-1.231144, 3.278407, 3.215103], [-1.013866, 1.509996, 1.302895], [-0.577405, 1.824540, 0.035291], [-1.105658, 1.161283, -1.067890], [-0.586937, 1.410527, -2.351518], [-0.108439, 0.489658, -3.240708], [0.289579, 0.829333, -4.334509], [-0.080696, -0.913207, -2.726075], [0.444413, -1.159159, -1.483671], [0.365238, -2.458201, -0.937489], [0.718972, -2.650460, 0.475110], [0.866307, -3.925502, 1.018815], [1.133340, -4.038941, 2.371536], [1.228176, -2.884675, 3.134443], [1.067166, -1.659166, 2.500874], [0.828575, -1.541870, 1.208041], [-0.098729, -3.483381, -1.611129], [-0.531124, -3.292152, -2.869993], [-0.996602, -4.411984, -3.591684], [-1.491530, -4.262010, -4.856548], [-1.547966, -2.992883, -5.454207], [-1.106108, -1.885404, -4.783273], [-0.576961, -2.005813, -3.484216], [-2.118623, 0.227399, -0.872149], [-2.564469, -0.053577, 0.404608], [-2.015620, 0.571990, 1.520255], [-2.481188, 0.259508, 2.901682], [1.885063, 0.759107, 1.056989], [2.615592, 2.076600, 0.120090], [3.605155, 1.116633, 1.221316], [3.092427, 3.300189, 2.264990], [2.335628, 1.970684, 3.165253], [-0.049490, 4.878222, 2.306740], [1.645958, 5.032147, 2.796677], [2.320814, 4.844229, 0.363098], [0.608424, 4.843287, -0.080616], [1.315394, 6.254473, 0.704578], [0.199330, 2.561068, -0.087642], [-0.440074, 2.376023, -2.618135], [0.889498, -0.385302, -0.881712], [0.765129, -4.785566, 0.377285], [1.257835, -5.011333, 2.826669], [1.420657, -2.929425, 4.194916], [1.111444, -0.728646, 3.052417], [-0.947462, -5.376415, -3.110981], [-1.845462, -5.121343, -5.407055], [-1.942977, -2.896490, -6.454621], [-1.130567, -0.911898, -5.248041], [-2.548807, -0.280109, -1.722594], [-3.351921, -0.779567, 0.541326], [-1.695324, -0.263667, 3.444322], [-3.375584, -0.358155, 2.881887], [-2.682224, 1.182550, 3.442199]],
  "forces_ev_per_a": [[0.109, 0.191, 0.274], [0.446, -0.608, -0.108], [-0.938, -0.576, 0.599], [-0.270, 0.611, -0.166], [-0.030, -0.141, 0.322], [0.008, 0.403, -0.354], [0.153, -0.101, -0.237], [0.072, 0.053, -0.189], [0.260, 0.257, 0.342], [-0.019, -0.082, -0.419], [-0.390, 0.003, 0.609], [0.044, 0.500, -0.080], [0.073, 0.181, 0.058], [0.051, -0.139, -0.192], [0.402, -0.505, 0.242], [0.001, -0.076, -0.504], [-0.185, 0.037, -0.680], [0.146, -0.369, 0.606], [0.024, 0.169, -0.047], [-0.016, 0.120, -0.005], [-0.012, -0.023, -0.090], [0.094, -0.114, 0.415], [-0.086, 0.096, -0.390], [0.242, -0.071, 0.625], [-0.147, 0.448, -0.519], [-0.091, -0.032, -0.221], [0.074, -0.196, 0.192], [0.007, 0.288, 0.004], [-0.122, -0.041, -0.282], [0.057, -0.202, 0.320], [0.051, 0.314, -0.006], [0.149, 0.107, 0.110], [-0.093, -0.077, 0.001], [-0.070, -0.147, 0.155], [-0.042, -0.129, -0.076], [-0.012, 0.036, -0.135], [0.101, -0.111, -0.035], [-0.151, 0.044, 0.037], [0.218, 0.163, -0.072], [0.195, 0.210, 0.008], [-0.109, -0.099, -0.003], [0.122, 0.001, -0.096], [-0.063, -0.027, -0.102], [0.032, 0.122, -0.052], [0.145, 0.005, -0.100], [-0.011, -0.167, -0.095], [-0.080, 0.102, 0.037], [-0.016, -0.076, -0.041], [0.006, -0.053, 0.018], [0.014, 0.020, 0.094], [0.053, 0.003, 0.118], [-0.005, -0.091, 0.065], [-0.016, -0.085, -0.014], [-0.026, 0.043, -0.073], [0.005, 0.053, -0.058], [-0.046, -0.041, -0.081], [-0.081, -0.070, 0.053], [-0.047, -0.082, 0.083], [-0.048, -0.003, 0.015], [-0.129, -0.047, 0.119]],
  "relative_energy_kcal_mol": 34.1,
  "fmax_ev_per_a": 1.253,
  "smiles": "CCN(CC)S(=O)(=O)c1cc(NC(=O)c2cc(-c3ccccn3)nc3ccccc23)ccc1C",
  "gap_ev": 8.29
}

---

2.
{
  "formula": "C5H11NO2",
  "method": "ωB97M-V with the def2-TZVPD basis set",
  "symbols": ["C", "C", "C", "C", "O", "N", "C", "O", "H", "H", "H", "H", "H", "H", "H", "H", "H", "H", "H"],
  "coordinates": [[-0.831549, -0.955974, 1.448801], [-0.443260, -0.082757, 0.526323], [1.277780, -0.265171, -0.091231], [1.373981, -1.511026, -0.936478], [2.173000, -0.268636, 0.966114], [-1.011330, 0.704904, -0.372113], [-0.670980, 2.113927, -0.568627], [-2.650962, 0.732948, 0.017412], [-0.102954, -1.554747, 1.983595], [-1.856353, -0.973003, 1.797340], [1.507853, 0.620624, -0.681203], [0.729951, -1.434766, -1.813834], [2.403473, -1.653551, -1.288055], [1.105450, -2.403728, -0.362744], [1.743087, -0.484846, 1.808239], [0.133045, 2.200107, -1.306362], [-0.386492, 2.587836, 0.373627], [-1.522234, 2.647400, -0.993529], [-2.971507, -0.019540, -0.507279]],
  "forces_ev_per_a": [[-0.374, 0.747, 0.259], [5.117, -1.748, -0.700], [-2.676, 0.416, 1.067], [-0.043, -0.306, -0.032], [0.336, -0.094, 0.923], [-5.174, 0.901, -0.669], [0.128, 0.006, 0.227], [2.802, 0.093, -0.775], [-0.025, -0.109, -0.260], [0.063, -0.042, -0.006], [-0.242, 0.033, -0.058], [-0.070, -0.029, 0.069], [-0.120, 0.183, 0.102], [-0.061, 0.160, -0.061], [0.013, 0.028, -0.448], [0.006, -0.153, 0.256], [0.050, 0.087, -0.089], [-0.037, -0.374, 0.154], [0.305, 0.201, 0.041]],
  "relative_energy_kcal_mol": 112.2,
  "fmax_ev_per_a": 5.453,
  "smiles": "C=C([C@H](C)O)N(C)O",
  "gap_ev": 9.43
}

---

3.
{
  "formula": "C19H23N3O5",
  "method": "ωB97M-V with the def2-TZVPD basis set",
  "symbols": ["C", "O", "C", "C", "C", "C", "C", "C", "O", "C", "C", "N", "C", "C", "O", "N", "C", "O", "N", "C", "C", "C", "C", "C", "O", "C", "C", "H", "H", "H", "H", "H", "H", "H", "H", "H", "H", "H", "H", "H", "H", "H", "H", "H", "H", "H", "H", "H", "H", "H"],
  "coordinates": [[0.650669, -6.638408, 2.567678], [0.991705, -5.600229, 1.678107], [0.174467, -4.525881, 1.485892], [0.632062, -3.638979, 0.519224], [-0.054643, -2.485500, 0.174332], [-1.245691, -2.203410, 0.827179], [-1.714653, -3.076901, 1.799153], [-1.033642, -4.233707, 2.147844], [-1.482274, -5.103444, 3.114216], [-2.691002, -4.819806, 3.770215], [-2.042186, -0.973642, 0.466324], [-1.251848, 0.076950, -0.151815], [-0.426233, 0.812956, 0.787212], [-0.003043, 2.158324, 0.214716], [1.020437, 2.719293, 0.552259], [-0.905424, 2.660398, -0.665842], [-0.854541, 3.851357, -1.426875], [-1.722719, 4.072946, -2.238301], [0.179016, 4.654219, -1.132259], [0.456088, 5.851605, -1.899501], [1.777787, 5.758565, -2.587557], [2.972762, 6.366813, -2.334427], [3.884708, 5.864794, -3.294668], [3.176864, 4.985596, -4.052655], [1.904519, 4.914204, -3.633428], [-0.498158, -0.471739, -1.270393], [0.511174, -1.552334, -0.862502], [1.461696, -7.361677, 2.480440], [0.587785, -6.285661, 3.599123], [-0.292213, -7.115300, 2.291388], [1.562094, -3.883190, 0.029507], [-2.643039, -2.832026, 2.291045], [-2.838598, -5.640477, 4.471126], [-3.533897, -4.786684, 3.071948], [-2.639600, -3.877420, 4.325702], [-2.824855, -1.252016, -0.251655], [-2.540146, -0.567841, 1.350864], [-1.024111, 1.033528, 1.678070], [0.473441, 0.279575, 1.123706], [-1.694358, 2.054176, -0.873620], [0.870007, 4.317606, -0.467901], [0.457660, 6.722939, -1.237597], [-0.352507, 5.945751, -2.630790], [3.176462, 7.084384, -1.566429], [4.918066, 6.123500, -3.399880], [3.453874, 4.372957, -4.887466], [-1.229875, -0.896573, -1.962879], [0.017964, 0.344957, -1.781160], [1.416481, -1.085855, -0.461703], [0.811466, -2.118694, -1.745966]],
  "forces_ev_per_a": [[-0.001, -0.431, 0.281], [-0.070, 0.356, -0.133], [0.127, 0.068, -0.161], [-0.211, -0.134, 0.235], [-0.069, -0.027, 0.079], [0.132, 0.005, -0.009], [0.017, -0.074, 0.024], [-0.091, -0.135, 0.139], [0.395, 0.103, -0.343], [-0.192, 0.043, 0.111], [-0.230, -0.032, -0.074], [-0.132, 0.054, 0.202], [0.079, -0.123, 0.061], [-0.086, -0.114, 0.012], [0.281, -0.009, 0.215], [-0.357, 0.033, -0.256], [0.113, -0.186, 0.408], [-0.322, 0.041, -0.338], [0.388, 0.173, 0.170], [-0.048, -0.175, -0.298], [0.280, 0.681, 0.602], [-0.669, -0.189, -0.038], [-0.115, -0.409, -0.419], [0.877, 0.320, 0.053], [-0.545, -0.192, -0.021], [0.228, -0.132, -0.176], [-0.097, 0.206, 0.024], [-0.069, 0.031, 0.021], [0.009, -0.057, -0.094], [0.081, 0.024, 0.033], [0.147, -0.065, -0.058], [-0.108, -0.022, 0.117], [-0.049, 0.086, -0.027], [0.033, 0.019, 0.027], [-0.014, -0.027, -0.038], [-0.002, 0.047, 0.111], [-0.012, -0.029, -0.048], [0.058, -0.032, -0.030], [-0.037, 0.142, -0.037], [0.143, 0.093, -0.013], [-0.157, -0.067, -0.068], [0.012, -0.043, -0.179], [0.104, 0.122, 0.141], [-0.040, 0.154, 0.203], [0.222, -0.002, -0.091], [-0.067, -0.115, -0.115], [0.047, 0.051, -0.044], [-0.064, -0.056, -0.080], [0.030, -0.019, -0.065], [0.048, 0.045, -0.015]],
  "relative_energy_kcal_mol": 77.8,
  "fmax_ev_per_a": 0.952,
  "smiles": "COc1cc2c(cc1OC)CN(CC(=O)NC(=O)NCc1ccco1)CC2",
  "gap_ev": 8.68
}